# C3H5BaO4

A molecular structure, C3H5BaO4 (ωB97M-V with the def2-TZVPD basis set, OMol25).

Last column: Löwdin charge in e.
Positions of all 13 atoms, in Å:
1 O 2.13407 0.76459 -0.06254  0.11
2 C 1.70581 -0.43879 0.20228  -0.61
3 C 1.03476 1.67421 -0.38347  -0.04
4 O 2.28921 -1.36731 0.67535  0.15
5 O 0.35466 -0.51335 -0.03121  -0.20
6 C -0.17850 0.75460 -0.48969  -0.08
7 H 1.27328 2.18264 -1.32174  0.14
8 H 0.95854 2.39595 0.43653  0.14
9 H -0.53946 0.59528 -1.51041  0.14
10 H -1.04081 1.01678 0.16661  0.15
11 O -3.08306 -1.92395 0.78430  -0.78
12 H -3.93389 -2.34971 0.87188  -0.08
13 Ba -0.97461 -2.79094 0.66210  1.95

Force components x, y, z for each atom (eV/Å):
0.16 0.75 -0.33
-0.42 -0.21 0.79
0.35 0.09 0.09
-0.10 0.03 -0.43
-0.56 -0.16 -0.10
-0.71 -0.26 0.17
0.01 -0.13 0.28
0.06 -0.18 -0.24
0.13 0.22 0.17
0.76 -0.06 -0.49
1.46 -0.68 -0.11
-0.45 0.21 0.03
-0.69 0.36 0.16

Orbital gap: 9.4 eV
Energy above the lowest of the compared OMol25 structures with the same formula, charge and spin: 0.00 kcal/mol
Total charge: +1
Molar mass: 242.4 g mol⁻¹
LUMO level: -4.1 eV
E: -443.593421 Ha
E_HOMO: -13.50 eV